(1)
Here is C28H28CrN2Si as an isolated structure at a distorted geometry from OMol25. Energies are from ωB97M-V/def2-TZVPD.

Values from the calculation:
Charge = 0
Expectation value of S² = 6.06
Multiplicity = 5
Electronic energy = -2527.01301 a.u.
HOMO-LUMO gap (spin up / spin down) = 4.5 / 6.4 eV

Geometry as XYZ:
```
60
Properties=species:S:1:pos:R:3:forces:R:3:nbo_charge:R:1
C -1.975 -1.311 1.679 0.009 -1.088 -0.293 -0.319
C -1.899 -1.815 0.337 0.226 -0.338 0.886 -0.271
C -0.970 -2.906 0.320 -0.406 0.052 0.594 -0.321
H -2.514 -1.499 -0.500 0.319 0.044 0.108 0.231
C -0.480 -3.094 1.655 -1.141 0.380 0.030 -0.273
C -1.107 -2.111 2.503 -0.246 -0.479 -0.524 -0.299
H -1.007 -2.045 3.584 0.095 0.079 -0.362 0.242
H -2.665 -0.544 2.023 0.352 -0.056 -0.092 0.238
H -0.765 -3.544 -0.539 0.087 0.320 0.235 0.237
H 0.165 -3.906 1.987 0.027 0.428 -0.108 0.240
Cr 0.109 -1.082 1.023 -0.688 -0.391 -0.034 0.705
C 1.264 1.675 -2.236 0.008 0.693 -3.104 -1.056
H 2.129 1.072 -2.506 -0.248 -0.154 0.204 0.291
H 1.506 2.741 -2.203 -0.103 -0.164 0.398 0.279
H 0.528 1.618 -3.085 1.130 0.523 -1.385 0.229
Si -0.283 0.797 -1.571 -0.510 -2.077 2.842 1.469
C -1.442 2.021 -0.842 0.302 0.089 -0.503 -0.450
C -2.766 1.625 -0.592 -0.071 0.249 0.150 -0.258
H -3.088 0.620 -0.876 -0.021 0.340 0.132 0.215
C -3.655 2.510 0.020 0.066 0.155 0.051 -0.196
H -4.668 2.169 0.236 0.160 0.187 -0.090 0.215
C -3.251 3.807 0.363 -0.160 -0.507 0.003 -0.226
H -3.966 4.503 0.811 0.303 -0.269 -0.101 0.218
C -1.925 4.192 0.143 0.413 -0.226 -0.286 -0.220
H -1.593 5.184 0.452 -0.057 -0.246 -0.140 0.217
C -1.019 3.308 -0.457 -0.578 0.408 0.208 -0.191
H 0.020 3.619 -0.615 -0.421 -0.107 0.146 0.210
C -0.825 -0.478 -2.796 -0.694 -0.069 -0.934 -0.464
C -1.994 -0.270 -3.547 0.191 -0.471 -0.102 -0.222
H -2.538 0.674 -3.443 0.047 -0.373 -0.032 0.219
C -2.451 -1.260 -4.423 -0.024 0.071 -0.073 -0.217
H -3.370 -1.097 -4.982 0.147 -0.031 0.063 0.216
C -1.739 -2.449 -4.597 0.093 0.356 0.313 -0.187
H -2.097 -3.210 -5.293 0.105 0.230 0.255 0.219
C -0.551 -2.639 -3.883 0.122 0.166 0.002 -0.217
H 0.025 -3.553 -4.030 -0.124 0.236 0.054 0.217
C -0.087 -1.660 -2.998 -0.379 -0.009 -0.150 -0.212
H 0.856 -1.818 -2.467 -0.336 0.021 -0.013 0.222
H 0.200 -0.237 -0.514 0.301 0.614 -1.111 -0.250
H 1.046 1.492 -1.044 0.767 0.840 2.813 0.070
C 3.976 -2.847 0.690 -0.948 -0.697 -0.764 -0.332
C 4.756 -1.971 1.461 -0.059 1.341 0.851 -0.208
C 4.159 -0.855 2.046 0.856 -0.860 -0.346 -0.207
C 2.789 -0.633 1.861 -1.023 1.383 0.611 0.082
N 2.047 -1.499 1.090 -0.004 -0.632 -0.693 -0.535
C 2.622 -2.581 0.513 1.002 0.676 0.726 0.070
C 2.033 0.484 2.421 0.658 -1.409 -0.735 0.100
C 2.576 1.526 3.183 -0.370 1.027 0.572 -0.218
C 1.743 2.546 3.644 1.190 -0.814 -0.273 -0.200
C 0.377 2.509 3.331 -1.145 -0.117 -0.275 -0.326
C -0.126 1.458 2.574 1.183 0.103 0.195 0.071
N 0.688 0.470 2.131 -0.685 0.513 -0.125 -0.519
H 4.398 -3.737 0.223 -0.023 0.279 0.135 0.214
H 5.819 -2.158 1.600 -0.225 0.044 -0.007 0.213
H 4.707 -0.136 2.653 0.111 -0.381 -0.202 0.210
H 1.970 -3.217 -0.087 0.177 0.128 0.196 0.196
H 3.646 1.501 3.381 -0.293 0.259 0.121 0.209
H 2.152 3.362 4.236 -0.060 -0.164 -0.112 0.212
H -0.312 3.284 3.667 0.253 -0.151 -0.062 0.215
H -1.177 1.391 2.283 0.345 0.042 0.136 0.203
```
Forces are in eV/Å.

(2)
Here is C28H28CrN9O2S as an isolated structure from OMol25. Energies are from ωB97M-V/def2-TZVPD.

Values from the calculation:
Charge = +1
Expectation value of S² = 6.02
Multiplicity = 5
Electronic energy = -3169.65077 a.u.
HOMO-LUMO gap (spin up / spin down) = 7.6 / 7.9 eV

Geometry as XYZ:
```
69
Properties=species:S:1:pos:R:3:forces:R:3:nbo_charge:R:1
Cr -1.174 -0.103 1.173 -0.703 0.232 -0.425 1.253
C -1.036 4.454 -1.004 -0.059 -0.035 0.055 -0.637
C -1.810 3.239 -0.571 -0.023 -0.014 0.042 0.007
C -2.455 2.424 -1.507 -0.003 0.014 0.076 -0.203
C -3.201 1.331 -1.113 0.119 -0.039 -0.106 -0.154
C -3.335 1.026 0.243 -0.300 0.463 0.079 -0.248
C -2.702 1.832 1.193 -0.469 0.255 -0.241 -0.293
C -1.942 2.931 0.772 0.073 0.008 -0.012 -0.205
H -1.668 5.342 -0.931 0.050 0.032 -0.033 0.242
H -0.703 4.370 -2.038 -0.014 0.004 -0.018 0.215
H -0.166 4.615 -0.367 0.004 0.019 -0.004 0.220
H -2.381 2.670 -2.560 0.000 -0.023 -0.011 0.220
H -3.689 0.711 -1.850 -0.015 -0.056 0.021 0.254
H -4.049 0.278 0.552 0.157 -0.169 0.015 0.244
H -2.980 1.733 2.238 0.149 -0.168 0.048 0.226
H -1.475 3.582 1.503 -0.010 -0.020 -0.006 0.214
S 5.131 -1.309 4.980 0.073 -0.030 0.054 0.980
N 4.009 -0.174 5.176 0.047 0.120 0.132 -0.585
C 3.105 -0.357 4.232 0.151 -0.410 -0.229 0.090
C 1.916 0.440 4.044 -0.233 -0.008 -0.184 -0.093
C 1.568 1.494 4.886 -0.183 0.023 -0.162 -0.085
C 0.400 2.173 4.618 0.250 0.030 0.216 -0.233
C -0.362 1.805 3.519 -0.175 0.050 -0.209 0.087
N -0.051 0.812 2.691 0.661 0.160 0.698 -0.522
C 1.075 0.108 2.973 -0.019 0.365 0.347 0.238
C 1.364 -1.037 2.129 0.202 -0.467 -0.266 0.254
N 0.449 -1.324 1.184 0.787 -0.400 0.203 -0.498
C 0.660 -2.359 0.381 -0.121 -0.001 -0.068 0.090
C 1.782 -3.171 0.477 0.141 -0.022 0.069 -0.234
C 2.717 -2.908 1.454 -0.033 -0.006 -0.026 -0.093
C 2.513 -1.821 2.303 -0.371 0.143 -0.133 -0.117
C 3.403 -1.461 3.379 -0.032 0.383 0.343 0.178
N 4.523 -2.077 3.704 0.109 -0.133 -0.085 -0.602
H 2.204 1.746 5.723 0.002 0.009 0.006 0.252
H 0.073 2.990 5.244 -0.030 -0.003 -0.022 0.244
H -1.267 2.356 3.308 -0.007 -0.071 -0.043 0.203
H -0.097 -2.543 -0.369 -0.032 0.051 -0.010 0.231
H 1.905 -3.998 -0.207 -0.025 -0.004 0.009 0.243
H 3.599 -3.522 1.584 -0.002 -0.001 -0.018 0.250
C 1.283 -0.935 -5.304 0.055 0.105 -0.030 -0.615
C 1.901 0.404 -4.905 -0.065 -0.071 0.200 -0.221
C 3.095 0.223 -3.971 -0.029 0.054 -0.094 -0.615
C 0.850 1.350 -4.296 0.181 -0.191 -0.489 -0.214
N 0.503 1.020 -2.923 0.013 0.357 0.377 -0.170
C 0.878 1.642 -1.794 -0.037 -0.250 -0.126 0.180
N 0.380 0.983 -0.777 0.093 -0.026 0.025 -0.334
N -0.313 -0.044 -1.315 0.011 0.055 0.097 -0.099
N -0.252 -0.029 -2.592 0.023 0.008 -0.121 -0.012
H 2.048 -1.598 -5.709 -0.004 0.000 0.006 0.221
H 0.521 -0.795 -6.072 -0.034 -0.040 0.035 0.217
H 0.819 -1.425 -4.448 0.004 -0.041 -0.009 0.219
H 2.249 0.906 -5.811 -0.028 0.030 -0.010 0.218
H 2.808 -0.304 -3.058 0.004 -0.001 0.001 0.201
H 3.538 1.183 -3.697 0.015 -0.021 0.039 0.208
H 3.865 -0.370 -4.464 0.014 0.005 0.023 0.231
H -0.062 1.319 -4.892 -0.045 0.072 0.075 0.234
H 1.228 2.372 -4.282 -0.039 0.032 0.054 0.219
H 1.490 2.527 -1.746 -0.006 -0.013 -0.065 0.235
O -1.829 -2.140 2.919 -0.067 -0.108 -0.210 -0.642
C -2.338 -2.498 1.859 -0.019 0.174 0.235 0.664
C -3.001 -3.827 1.564 -0.042 -0.035 -0.073 -0.512
C -3.456 -3.682 0.110 0.018 -0.047 0.066 -0.511
C -2.959 -2.302 -0.313 -0.049 0.053 -0.006 0.690
O -3.083 -1.808 -1.413 -0.019 -0.090 0.115 -0.595
N -2.347 -1.687 0.761 -0.079 -0.367 -0.196 -0.802
H -3.817 -4.002 2.263 0.026 0.032 0.039 0.248
H -2.274 -4.626 1.713 0.002 0.006 0.022 0.240
H -4.539 -3.718 -0.004 0.003 0.010 -0.040 0.245
H -3.037 -4.437 -0.553 -0.017 0.029 -0.040 0.240
```
Forces are in eV/Å.

(3)
Here is one molecule with the formula C28H28FN5O3 at a distorted geometry from OMol25. Energies are from ωB97M-V/def2-TZVPD.

Values from the calculation:
Charge = 0
SMILES = O=C(NCc1ccc(F)cc1)[C@H](c1ccccc1)N(C[C@H]1CCCO1)C(=O)Cn1nnc2ccccc21
Electronic energy = -1683.16292 a.u.
HOMO-LUMO gap = 8.8 eV

Geometry as XYZ:
```
65
Properties=species:S:1:pos:R:3:forces:R:3:nbo_charge:R:1
O -0.772 3.600 -0.203 -0.320 0.255 -0.087 -0.632
C -0.048 2.702 0.174 0.050 -0.247 0.306 0.692
N 0.892 2.117 -0.588 0.380 -0.074 -0.140 -0.639
C 0.974 2.355 -2.017 -0.169 0.043 -0.016 -0.259
C 0.126 1.331 -2.729 0.114 0.108 -0.082 0.036
C 0.675 0.121 -3.135 -0.129 0.167 -0.068 -0.222
C -0.125 -0.869 -3.679 -0.248 -0.116 -0.090 -0.278
C -1.478 -0.626 -3.817 0.079 0.076 0.099 0.382
F -2.270 -1.595 -4.330 0.043 0.067 0.015 -0.329
C -2.050 0.574 -3.435 -0.034 -0.215 -0.119 -0.284
C -1.238 1.550 -2.885 0.094 -0.039 -0.047 -0.225
C -0.126 2.138 1.608 -0.146 0.237 0.075 -0.137
C 1.044 2.729 2.356 0.114 0.222 0.204 -0.029
C 2.349 2.293 2.155 0.011 0.114 0.043 -0.201
C 3.398 2.913 2.810 0.036 -0.068 -0.105 -0.203
C 3.164 3.983 3.656 0.002 0.082 0.088 -0.213
C 1.868 4.427 3.852 0.079 0.080 0.064 -0.223
C 0.816 3.803 3.206 -0.062 -0.138 -0.154 -0.141
N -0.151 0.680 1.531 0.047 0.498 -0.017 -0.464
C -1.101 0.120 0.583 -0.338 -0.416 0.079 -0.267
C -2.284 -0.618 1.262 -0.031 0.502 -0.095 0.090
C -3.629 -0.291 0.609 0.095 -0.193 0.123 -0.427
C -3.636 -1.259 -0.572 0.136 -0.064 0.090 -0.433
C -2.905 -2.476 0.002 -0.210 -0.300 -0.301 -0.074
O -2.151 -2.025 1.123 0.080 -0.124 0.172 -0.557
C 0.437 -0.066 2.501 0.007 -0.338 -0.019 0.697
O 0.810 0.373 3.565 -0.050 -0.256 0.203 -0.573
C 0.674 -1.540 2.142 0.083 0.156 0.766 -0.334
N 1.288 -1.669 0.852 -0.004 -0.627 -0.719 -0.187
N 2.010 -0.693 0.291 0.215 0.469 0.566 -0.047
N 2.445 -1.050 -0.851 0.473 0.224 -0.409 -0.233
C 2.018 -2.317 -1.105 -0.706 -0.651 0.844 0.035
C 2.198 -3.163 -2.201 -0.007 0.049 0.082 -0.185
C 1.588 -4.392 -2.147 0.117 0.012 -0.239 -0.227
C 0.817 -4.792 -1.043 -0.094 -0.006 0.186 -0.193
C 0.633 -3.982 0.053 -0.114 -0.131 0.090 -0.241
C 1.248 -2.735 0.008 0.485 0.330 -0.751 0.155
H 1.397 1.316 -0.230 -0.155 0.076 0.072 0.429
H 2.018 2.283 -2.323 -0.058 0.066 -0.020 0.212
H 0.597 3.364 -2.200 0.154 -0.098 -0.028 0.235
H 1.732 -0.053 -3.009 0.084 0.002 -0.008 0.231
H 0.285 -1.818 -3.987 0.011 -0.113 -0.048 0.231
H -3.109 0.733 -3.571 -0.114 -0.009 -0.023 0.230
H -1.664 2.489 -2.566 -0.046 0.126 0.045 0.236
H -1.060 2.508 2.053 0.158 0.045 -0.168 0.218
H 2.555 1.448 1.515 0.018 -0.063 -0.024 0.220
H 4.405 2.556 2.656 0.086 -0.036 -0.011 0.211
H 3.986 4.464 4.164 0.064 0.038 0.042 0.211
H 1.674 5.259 4.513 -0.015 0.069 0.050 0.211
H -0.193 4.155 3.364 -0.115 0.012 0.008 0.203
H -1.492 0.945 -0.013 0.045 -0.067 0.008 0.236
H -0.615 -0.573 -0.110 -0.018 0.071 -0.060 0.219
H -2.275 -0.394 2.334 -0.021 0.006 -0.098 0.199
H -4.437 -0.533 1.301 -0.015 0.044 0.026 0.214
H -3.714 0.752 0.315 -0.022 0.082 0.019 0.222
H -3.078 -0.838 -1.408 -0.028 -0.012 -0.034 0.213
H -4.639 -1.510 -0.910 -0.025 0.011 -0.075 0.223
H -3.604 -3.239 0.360 0.051 0.039 -0.069 0.179
H -2.229 -2.937 -0.727 -0.068 0.022 0.049 0.185
H 1.331 -1.949 2.918 -0.146 0.136 -0.112 0.238
H -0.268 -2.094 2.140 0.131 0.050 -0.072 0.267
H 2.793 -2.852 -3.045 0.074 0.013 -0.133 0.228
H 1.698 -5.078 -2.973 0.023 -0.042 -0.072 0.220
H 0.358 -5.769 -1.061 -0.045 -0.078 0.019 0.220
H 0.039 -4.287 0.899 -0.084 -0.077 0.076 0.229
```
Forces are in eV/Å.

(4)
Here is C28H28MnN2Si as an isolated structure at a distorted geometry from OMol25. Energies are from ωB97M-V/def2-TZVPD.

Values from the calculation:
Charge = 0
Expectation value of S² = 8.84
Multiplicity = 6
Electronic energy = -2633.66541 a.u.
HOMO-LUMO gap (spin up / spin down) = 4.4 / 6.6 eV

Geometry as XYZ:
```
60
Properties=species:S:1:pos:R:3:forces:R:3:nbo_charge:R:1
C 2.783 -0.296 1.976 0.488 -0.278 -0.815 -0.308
C 2.558 -1.218 0.899 1.141 -0.447 0.022 -0.309
C 3.202 -0.701 -0.270 0.086 -0.917 0.962 -0.326
H 2.052 -2.174 0.981 0.002 0.323 -0.202 0.259
C 3.866 0.512 0.096 0.613 -0.203 1.446 -0.291
C 3.580 0.785 1.473 1.589 -0.747 0.032 -0.369
H 3.981 1.605 2.071 -0.269 -0.240 -0.370 0.252
H 2.517 -0.466 3.015 -0.276 0.261 -0.294 0.255
H 3.245 -1.203 -1.238 -0.180 0.314 0.357 0.263
H 4.577 1.054 -0.523 -0.558 0.153 0.110 0.252
Mn 1.721 0.742 0.391 -3.051 1.963 -0.951 1.218
C -4.171 -1.079 -2.280 -0.223 -0.006 -0.077 -0.851
H -3.514 -0.410 -2.851 -0.140 -0.219 0.228 0.216
H -3.984 -2.122 -2.572 -0.010 0.345 0.119 0.216
H -3.988 -0.957 -1.204 0.016 -0.050 -0.356 0.212
Si -0.614 -0.674 -0.097 1.662 0.934 0.167 0.675
C -1.399 -1.305 1.470 -0.554 0.015 0.225 -0.377
C -0.707 -2.076 2.430 -0.637 0.122 0.085 -0.253
H 0.361 -2.273 2.313 -0.371 -0.037 -0.012 0.201
C -1.383 -2.584 3.546 -0.040 0.084 0.025 -0.204
H -0.846 -3.195 4.275 -0.120 0.186 -0.197 0.208
C -2.747 -2.322 3.743 0.151 0.136 -0.470 -0.230
H -3.276 -2.733 4.611 0.252 0.181 -0.400 0.214
C -3.425 -1.531 2.803 0.108 0.031 0.231 -0.212
H -4.486 -1.325 2.947 0.234 -0.001 -0.025 0.210
C -2.756 -1.004 1.693 0.139 -0.449 0.526 -0.225
H -3.285 -0.357 0.988 0.104 -0.305 0.212 0.215
C -0.136 -2.117 -1.156 -0.214 -0.524 -0.433 -0.376
C -0.570 -3.422 -0.857 0.574 0.006 -0.442 -0.240
H -1.233 -3.592 -0.003 0.186 0.030 -0.309 0.218
C -0.131 -4.500 -1.632 0.088 -0.005 -0.137 -0.214
H -0.469 -5.508 -1.391 0.074 0.202 -0.080 0.209
C 0.738 -4.300 -2.713 -0.143 0.290 0.242 -0.218
H 1.070 -5.146 -3.325 -0.104 0.352 0.301 0.211
C 1.165 -2.998 -3.012 -0.130 -0.045 -0.034 -0.225
H 1.850 -2.832 -3.844 -0.180 -0.056 0.119 0.206
C 0.720 -1.910 -2.259 -0.155 -0.730 0.195 -0.240
H 1.044 -0.895 -2.516 -0.084 -0.298 0.110 0.202
H -1.551 0.176 -0.863 -0.425 -0.002 0.048 -0.164
H -5.220 -0.827 -2.498 0.354 -0.099 0.071 0.207
C 2.551 3.314 -2.977 0.790 -1.500 0.098 -0.333
C 1.556 4.292 -2.857 -1.201 0.439 0.974 -0.177
C 0.652 4.194 -1.805 0.790 0.410 -0.981 -0.226
C 0.858 3.203 -0.823 -1.064 -0.246 1.221 0.176
N 1.757 2.174 -1.018 0.304 -0.265 -1.058 -0.632
C 2.545 2.212 -2.118 -0.092 1.050 -0.099 0.084
C 0.117 3.134 0.408 0.535 -0.311 -1.326 0.096
C -0.938 4.011 0.695 -0.655 0.231 0.866 -0.216
C -1.595 3.903 1.909 0.235 0.473 -0.963 -0.173
C -1.244 2.855 2.774 0.563 -1.060 0.712 -0.307
C -0.257 1.938 2.405 -0.420 0.990 -0.504 0.082
N 0.439 2.089 1.249 -0.189 -0.205 0.782 -0.594
H 3.307 3.363 -3.755 -0.258 -0.090 -0.013 0.222
H 1.477 5.117 -3.567 0.017 -0.349 0.147 0.220
H -0.193 4.884 -1.725 0.523 -0.203 0.010 0.217
H 3.189 1.339 -2.272 -0.184 0.553 -0.045 0.200
H -1.232 4.743 -0.057 0.082 -0.114 0.470 0.216
H -2.373 4.628 2.171 0.236 -0.429 -0.068 0.220
H -1.733 2.732 3.739 0.065 0.001 -0.303 0.223
H -0.020 1.057 3.007 -0.077 0.355 -0.148 0.213
```
Forces are in eV/Å.

Relative energy (zero: lowest compared OMol25 entry of this formula, charge and spin), respectively: 3.003 1.405 0.177 0.000 eV.